Record 1
C3H3NO2 | ωB97M-V/def2-TZVPD

Results
- Charge: 0

XYZ file:
```
9
Properties=species:S:1:pos:R:3:forces:R:3:lowdin_charge:R:1
C -0.07155 -0.61642 0.91070 2.2 0.7 -1.4 -0.471
C 0.76628 0.75147 -0.33037 0.6 0.9 -0.9 -0.393
C -0.49684 -0.06861 -0.43052 1.5 0.7 3.1 0.044
N 1.11350 0.12947 0.90146 -1.0 0.3 -0.5 0.207
O -0.37096 -1.42745 1.69012 -1.6 -1.9 1.9 0.149
O 1.24020 1.59022 -1.04651 0.1 -0.7 1.0 0.119
H -0.64391 -0.76585 -1.12545 -0.1 -2.7 -3.1 0.090
H -1.37519 0.41133 -0.27219 -2.6 2.1 0.0 0.101
H 1.73390 0.13706 1.68900 0.8 0.6 -0.1 0.154
```
Forces are in eV/Å.


Record 2
C3H6N2O3 | ωB97M-V/def2-TZVPD

Results
- Charge: 0

XYZ file:
```
14
Properties=species:S:1:pos:R:3:forces:R:3:lowdin_charge:R:1
C -0.68603 -0.44047 -0.26165 -1.6 -4.3 2.2 -0.286
C 0.29371 0.71188 0.49156 -0.2 -0.6 -7.1 -0.208
C 1.73195 0.17330 0.13537 0.9 4.3 -6.5 -0.451
H -2.22370 0.84078 -0.51856 0.1 -2.4 2.5 0.129
H -3.00962 -0.59579 -0.10223 2.2 -0.6 -0.2 0.096
H 0.60384 -1.73633 -0.34808 1.4 -0.8 -1.2 -0.026
H 0.24832 0.59301 1.46948 -1.1 0.0 4.7 0.092
H -0.02245 2.08049 -1.18179 -0.4 -0.6 5.9 0.296
H 1.25323 -1.42279 1.02550 -0.8 -0.2 1.3 0.109
N -2.09781 -0.10795 0.09063 1.0 3.9 -3.5 0.041
N -0.34077 -1.69811 -0.61568 -2.8 4.9 1.2 0.128
O -0.18352 2.00132 0.06552 1.8 -0.9 -4.9 -0.108
O 1.96423 -1.00195 0.57010 2.3 -2.0 1.4 0.136
O 2.46862 0.60261 -0.82017 -2.9 -0.8 4.2 0.055
```
Forces are in eV/Å.


Record 3
C2H6NS2 | ωB97M-V/def2-TZVPD

Results
- Charge: +1

XYZ file:
```
11
Properties=species:S:1:pos:R:3:forces:R:3:lowdin_charge:R:1
N 0.36731 0.23370 1.18164 0.1 0.0 0.3 0.130
C -0.49910 0.61013 0.02729 -0.4 0.4 -0.4 -0.226
C -0.43983 -0.45134 -1.05071 2.1 -1.5 -0.2 -0.773
S 0.88474 -0.32852 -2.25808 -0.4 0.2 0.1 0.580
S 0.99169 -1.78999 -0.79427 -1.5 0.9 -0.3 0.534
H 1.14016 -0.36493 0.76766 -0.2 0.3 0.3 0.053
H -0.14180 -0.36646 1.84381 0.2 0.2 -0.2 0.178
H 0.72383 1.05024 1.69082 0.0 -0.2 -0.1 0.178
H -1.53005 0.75091 0.35868 0.2 0.0 0.1 0.139
H -0.13487 1.55823 -0.38095 0.0 -0.2 0.2 0.131
H -1.36209 -0.90197 -1.38589 0.0 0.0 0.0 0.077
```
Forces are in eV/Å.


Record order is preserved below.
Relative energy (zero: lowest compared OMol25 entry of this formula, charge and spin): 110.8 536.2 0.0 kJ/mol
Record order is preserved below.
LUMO level: 0.71 -0.19 -4.17 eV